Density functional theory data (wB97M-V/def2-TZVPD) for a cluster of 14 separate species, C57H109NO13 in total in a non-equilibrium geometry.

As for the expectation value of S²: 0.754. The calculation puts the HOMO energy (spin up / spin down) at -10.793 / -10.793 eV. The calculation puts the HOMO-LUMO gap (spin up / spin down) at 7.85 / 1.65 eV. For the total energy, the calculation gives -88966.0680 eV. The calculation puts the maximum force at 2.9 eV/A. The net charge is +1. The spin multiplicity is 2.

Last column: Löwdin charge in e.
Geometry (Å):
C: 1.89 -5.50 1.21  -0.189
C: 0.87 -4.45 0.77  -0.158
C: -0.22 -5.37 0.21  -0.200
O: -0.12 -6.59 0.92  -0.127
C: 1.06 -6.61 1.75  -0.185
H: 2.63 -5.23 1.97  0.108
H: 2.46 -5.88 0.37  0.119
H: 1.20 -3.76 0.00  0.101
H: 0.55 -3.85 1.63  0.082
H: 0.05 -5.56 -0.83  0.108
H: -1.20 -4.90 0.28  0.097
H: 1.66 -7.51 1.77  0.128
H: 0.74 -6.35 2.77  0.115
C: 4.26 -2.53 -0.23  -0.160
C: 3.54 -1.15 -0.30  -0.146
C: 4.59 -0.28 -1.06  -0.154
O: 5.75 -1.13 -1.28  -0.150
C: 5.74 -2.24 -0.37  -0.174
H: 3.85 -3.12 -1.04  0.097
H: 4.05 -3.03 0.72  0.094
H: 3.32 -0.82 0.71  0.082
H: 2.59 -1.23 -0.85  0.080
H: 4.90 0.52 -0.38  0.101
H: 4.20 0.15 -1.98  0.099
H: 6.22 -1.83 0.52  0.116
H: 6.33 -3.12 -0.64  0.125
C: 1.61 -2.92 -3.30  -0.165
C: 2.06 -4.37 -3.41  -0.159
C: 1.68 -4.74 -4.82  -0.190
O: 0.88 -3.66 -5.37  -0.129
C: 1.38 -2.47 -4.73  -0.199
H: 2.44 -2.34 -2.90  0.097
H: 0.69 -2.81 -2.73  0.099
H: 1.40 -4.91 -2.73  0.095
H: 3.12 -4.51 -3.20  0.115
H: 1.07 -5.64 -4.86  0.120
H: 2.55 -4.95 -5.43  0.118
H: 0.69 -1.63 -4.83  0.104
H: 2.27 -2.20 -5.30  0.122
C: -3.64 -3.30 3.96  -0.175
C: -2.78 -3.68 2.73  -0.148
C: -2.23 -5.03 3.18  -0.208
O: -2.15 -4.91 4.57  -0.117
C: -2.83 -3.78 5.11  -0.193
H: -4.66 -3.70 3.90  0.119
H: -3.89 -2.24 3.95  0.092
H: -1.94 -3.01 2.54  0.095
H: -3.46 -3.69 1.88  0.099
H: -1.26 -5.15 2.69  0.085
H: -2.82 -5.92 2.94  0.131
H: -2.11 -2.99 5.32  0.114
H: -3.44 -3.95 6.00  0.126
C: -1.61 2.27 3.88  -0.181
C: -1.69 3.54 4.75  -0.149
C: -0.51 3.27 5.68  -0.172
O: -0.48 1.83 5.84  -0.126
C: -1.48 1.25 5.03  -0.191
H: -0.77 2.24 3.18  0.076
H: -2.54 2.05 3.36  0.082
H: -2.64 3.59 5.28  0.121
H: -1.59 4.40 4.09  0.087
H: -0.52 3.82 6.62  0.121
H: 0.41 3.62 5.22  0.100
H: -2.44 1.15 5.53  0.127
H: -1.06 0.30 4.70  0.122
C: 2.65 4.82 -3.00  -0.133
C: 4.17 4.72 -2.70  -0.147
C: 4.43 3.25 -2.52  -0.216
O: 3.17 2.66 -2.21  -0.156
C: 2.11 3.40 -2.80  -0.191
H: 2.43 5.25 -3.97  0.112
H: 2.27 5.49 -2.22  0.090
H: 4.37 5.30 -1.80  0.100
H: 4.76 5.05 -3.55  0.117
H: 5.11 3.08 -1.68  0.115
H: 4.95 2.80 -3.36  0.119
H: 1.23 3.30 -2.17  0.091
H: 1.78 2.98 -3.75  0.093
C: 3.32 -1.34 5.03  -0.148
C: 3.57 -2.45 4.00  -0.161
C: 2.22 -2.62 3.34  -0.181
O: 1.39 -1.56 3.91  -0.164
C: 2.24 -0.52 4.34  -0.218
H: 4.20 -0.72 5.17  0.114
H: 2.99 -1.81 5.95  0.124
H: 4.00 -3.35 4.44  0.116
H: 4.33 -2.12 3.30  0.102
H: 1.71 -3.55 3.58  0.120
H: 2.28 -2.50 2.26  0.078
H: 1.76 0.18 5.02  0.119
H: 2.55 -0.03 3.42  0.107
C: -2.94 -3.79 -1.78  -0.166
C: -4.22 -4.10 -2.52  -0.135
C: -4.56 -2.73 -3.27  -0.167
O: -3.37 -1.92 -3.21  -0.156
C: -2.65 -2.30 -2.04  -0.197
H: -2.22 -4.44 -2.28  0.109
H: -2.97 -4.02 -0.72  0.090
H: -4.92 -4.33 -1.71  0.105
H: -4.15 -4.90 -3.25  0.108
H: -5.42 -2.20 -2.85  0.100
H: -4.88 -2.90 -4.30  0.109
H: -2.99 -1.60 -1.28  0.108
H: -1.57 -2.26 -2.21  0.094
C: 3.20 3.08 1.57  -0.143
C: 2.86 3.17 3.05  -0.184
C: 3.28 4.58 3.35  -0.209
O: 4.35 4.86 2.50  -0.096
C: 4.48 3.97 1.46  -0.198
H: 2.42 3.57 1.01  0.091
H: 3.31 2.04 1.24  0.102
H: 3.39 2.44 3.66  0.114
H: 1.82 2.89 3.23  0.089
H: 3.53 4.77 4.40  0.131
H: 2.38 5.17 3.14  0.102
H: 5.37 3.34 1.56  0.125
H: 4.55 4.48 0.50  0.105
C: 1.56 1.10 -5.75  -0.170
C: 1.40 0.26 -7.03  -0.151
C: 2.79 0.34 -7.67  -0.178
O: 3.70 0.27 -6.54  -0.131
C: 3.08 1.03 -5.49  -0.212
H: 1.07 0.70 -4.86  0.088
H: 1.33 2.15 -5.93  0.101
H: 0.63 0.68 -7.68  0.111
H: 1.11 -0.76 -6.78  0.088
H: 2.89 1.27 -8.22  0.115
H: 2.97 -0.46 -8.39  0.122
H: 3.52 2.03 -5.54  0.107
H: 3.28 0.66 -4.49  0.104
C: -1.70 4.41 0.78  -0.142
C: -2.62 5.50 1.22  -0.148
C: -2.31 6.68 0.33  -0.072
O: -0.94 6.51 0.19  0.151
C: -0.49 5.25 0.59  -0.098
H: -2.02 4.00 -0.18  0.129
H: -1.55 3.62 1.51  0.115
H: -2.46 5.80 2.26  0.132
H: -3.63 5.11 1.11  0.132
H: -2.54 7.65 0.77  0.171
H: -2.85 6.47 -0.59  0.188
H: -0.06 5.50 1.56  0.186
H: 0.27 4.75 -0.01  0.155
C: -4.23 0.77 0.73  -0.171
C: -4.84 1.89 1.46  -0.180
C: -5.36 1.34 2.80  -0.158
O: -5.13 -0.05 2.68  -0.127
C: -4.03 -0.31 1.84  -0.178
H: -3.30 1.02 0.21  0.089
H: -4.77 0.42 -0.15  0.111
H: -5.61 2.29 0.80  0.100
H: -4.08 2.66 1.60  0.080
H: -6.39 1.66 3.00  0.128
H: -4.73 1.70 3.61  0.100
H: -4.12 -1.34 1.50  0.113
H: -3.07 -0.28 2.35  0.104
C: -0.13 0.73 1.04  -0.161
C: 0.24 1.22 -0.35  -0.151
C: -0.34 0.12 -1.27  -0.157
O: -0.51 -1.01 -0.39  -0.163
C: 0.02 -0.79 0.92  -0.163
H: -1.11 1.10 1.35  0.080
H: 0.50 1.19 1.80  0.092
H: 1.31 1.39 -0.47  0.099
H: -0.33 2.13 -0.52  0.079
H: 0.31 -0.13 -2.11  0.112
H: -1.31 0.48 -1.62  0.105
H: 1.04 -1.15 0.96  0.089
H: -0.56 -1.27 1.71  0.108
N: -7.23 2.57 -2.69  0.067
C: -6.24 3.18 -1.92  -0.137
C: -4.92 2.86 -2.00  -0.122
C: -4.59 1.89 -2.92  -0.080
C: -5.55 1.22 -3.70  -0.046
C: -6.87 1.65 -3.60  -0.137
H: -6.52 4.00 -1.27  0.096
H: -4.23 3.23 -1.25  0.075
H: -3.62 1.42 -3.04  0.095
H: -5.16 0.40 -4.29  0.100
H: -7.65 1.23 -4.22  0.106